[1]
33
Properties=species:S:1:pos:R:3:forces:R:3 method="wB97M-V/def2-TZVPD" e_above_lowest_ev=5.525 smiles=O.O.O.O.O.O.O.O.O.O.O
H 0.53946 -0.00407 -0.32010 -0.28 0.10 -0.12
H -0.45233 0.97909 0.27972 0.07 -0.37 -0.21
H 2.51797 -3.37918 -1.48354 0.00 0.07 0.03
H 3.35264 -2.19475 -1.94235 -0.08 0.10 0.07
H 4.60581 1.20095 0.92872 0.14 -0.41 -0.03
H 3.99522 1.79039 -0.33215 0.01 -0.48 0.03
H 3.32608 -1.75423 1.43935 0.01 0.05 -0.05
H 4.57845 -2.56006 1.74311 -0.10 0.06 0.06
H -3.68254 -1.23389 1.58624 -0.14 -0.17 -0.01
H -3.03722 -1.20276 0.21051 -0.18 -0.25 0.07
H -2.84798 -1.67142 -2.04160 0.25 0.01 0.19
H -3.85973 -0.54188 -1.93899 -0.01 -0.07 0.17
H -0.16391 2.53843 -1.30191 -0.06 0.14 -0.21
H 1.28685 2.13615 -1.09329 0.22 0.29 -0.29
H -0.01126 -3.05114 -0.23289 -0.13 0.21 0.00
H -0.49542 -3.92255 -1.38018 -0.08 0.04 0.06
H -2.41883 2.19021 -0.99323 0.12 -0.20 -0.04
H -2.95940 3.50620 -0.45845 0.15 0.04 -0.04
H 1.63958 3.07370 0.72543 -0.18 0.26 -0.10
H 3.12178 3.35094 0.53497 -0.17 -0.04 0.11
H -4.63988 1.03923 2.51934 -0.02 -0.17 -0.09
H -3.42180 0.69908 3.36231 0.02 -0.10 -0.03
O -0.38579 0.26271 -0.36165 -2.09 -3.84 3.01
O 2.67364 -2.44478 -1.30561 0.09 -0.17 0.01
O 3.80268 1.18892 0.39597 2.73 -2.12 0.02
O 3.89581 -2.02783 2.16705 0.10 -0.06 -0.08
O -3.71972 -1.65430 0.71972 -0.16 -0.21 1.57
O -3.19035 -1.01123 -1.42847 0.19 0.54 -2.22
O 0.43509 1.78729 -1.37929 2.03 3.69 -2.38
O -0.80585 -3.28827 -0.72419 0.16 -0.23 -0.17
O -2.16243 3.10322 -0.82098 -0.21 0.00 0.11
O 2.43104 2.71943 0.30461 -2.38 2.84 0.18
O -3.94767 0.37641 2.62181 0.02 0.49 0.40

***

[2]
33
Properties=species:S:1:pos:R:3:forces:R:3 method="wB97M-V/def2-TZVPD" e_above_lowest_ev=2.717 smiles=O.O.O.O.O.O.O.O.O.O.O
O 0.00279 -3.26985 -0.75664 0.28 -0.06 -0.36
H -0.76821 -2.71285 -0.71664 -0.68 0.82 -0.43
H -0.15121 -3.77785 0.02936 0.40 -0.72 0.67
O -2.31021 2.42715 2.59436 -1.31 1.24 2.05
H -1.90421 1.92915 1.94036 1.28 -1.30 -1.94
H -2.38821 1.82015 3.33636 -0.04 0.05 0.11
O 2.82879 -0.26785 -2.62464 -1.47 1.11 1.73
H 2.97879 -0.57985 -3.47764 0.86 -0.94 -2.21
H 1.84179 -0.15085 -2.61964 1.40 0.37 0.14
O 1.05579 3.53115 1.33536 -1.64 -1.22 -0.37
H 0.29279 2.89915 1.24536 1.45 -0.21 1.26
H 0.61979 4.09715 0.70736 0.72 1.64 -0.44
O -2.57321 -1.74385 -1.27364 1.99 0.49 -0.63
H -3.38021 -2.18685 -1.36564 -1.85 -1.08 -0.22
H -2.67021 -1.16585 -0.53364 0.03 0.62 0.92
O -1.32721 -1.29685 2.78736 1.34 0.29 -0.18
H -0.79221 -1.76085 3.45036 -0.50 0.00 0.03
H -0.60221 -0.81385 2.32636 -0.84 -0.18 0.04
O 0.25179 0.19815 -2.80864 1.01 -5.17 1.55
H -0.12221 0.80715 -3.34264 -1.93 3.21 -2.85
H 0.08279 -0.70485 -3.22964 0.04 1.77 0.74
O 2.68979 -1.80085 -0.42664 0.63 -0.90 1.45
H 2.73379 -1.03685 -0.96164 0.86 1.44 -0.91
H 1.84979 -2.11985 -0.70764 -1.33 -1.05 0.12
O -0.08121 -0.20185 -0.13764 -0.43 -0.56 0.51
H 0.02279 0.70015 0.18436 0.20 -0.06 -0.34
H -0.14821 -0.18085 -1.10064 0.09 0.45 0.29
O 1.62479 0.06715 2.41836 -0.37 2.72 1.12
H 2.45079 0.47015 2.13836 -0.02 0.10 -0.06
H 1.68379 -0.79985 2.13536 0.35 -2.86 -1.22
O -1.07021 2.39715 0.08536 1.38 -0.07 1.11
H -1.78221 1.98015 -0.33464 -1.66 -0.83 -1.07
H -0.93921 3.24815 -0.29664 -0.22 0.89 -0.62

***

[3]
34
Properties=species:S:1:pos:R:3:forces:R:3 method="wB97M-V/def2-TZVPD" e_above_lowest_ev=2.466 spin_multiplicity=2
O -0.72594 -1.38657 -3.44660 1.28 0.31 4.11
H -0.49857 -0.59955 -3.95693 0.30 0.48 -0.83
H 0.05423 -1.20173 -2.64521 -2.85 -0.95 -2.43
O 1.22763 -1.78253 4.06006 -1.03 0.22 0.96
H 0.88743 -0.87512 4.26871 0.13 -1.43 -0.18
H 0.57201 -2.46248 4.34979 0.67 1.16 -0.32
O 0.84690 0.31005 -4.35021 -13.96 4.92 8.55
H 1.51546 0.27395 -4.77358 13.92 -1.17 -8.85
H 0.65775 1.35412 -4.29602 0.37 -3.18 0.13
O 0.20013 -1.55283 -0.29343 -3.12 2.27 -1.70
H 0.90176 -2.04110 -0.00778 3.31 -1.95 1.52
H 0.30770 -0.65303 0.05047 0.25 -0.06 0.15
O -1.28031 0.66548 -1.67989 1.36 0.21 1.38
H -1.98463 1.29110 -1.56324 -1.22 0.82 -0.33
H -0.68532 1.02062 -0.96421 0.10 -0.42 -0.63
O 0.38428 1.71316 0.66390 -5.45 -0.54 -1.57
H 1.24126 1.80876 0.87314 4.94 0.57 1.13
H -0.06726 2.35820 1.24766 0.03 -0.64 -0.13
O -2.91270 -1.13884 -2.31744 3.28 5.31 -0.44
H -1.80072 -1.13376 -2.87298 0.72 -1.33 -0.98
O -0.69407 3.09910 2.77291 2.11 0.43 -1.30
H -1.01161 3.94887 2.50198 -0.47 0.79 -0.09
H -1.30243 2.73219 3.35831 -1.76 -0.94 1.50
O -2.39686 -2.25472 -0.04672 -2.77 -2.51 0.32
H -1.81795 -3.01289 -0.11397 0.15 -0.40 -0.01
H -1.79387 -1.57461 -0.04429 2.56 2.50 0.50
O 2.59041 -1.26084 1.85422 0.50 -0.68 -0.41
H 2.40026 -0.32990 1.83062 -0.23 0.59 0.17
H 2.33318 -1.57460 2.73802 -0.15 0.16 -0.32
O 2.57273 2.14181 2.08072 0.75 -2.56 -1.57
H 2.78712 2.90659 2.54000 0.43 2.37 1.47
H 3.42582 1.86103 1.68524 -0.65 0.16 0.28
H -2.51972 -0.82980 -1.44550 -0.70 0.18 -1.19
H -3.41409 -1.82012 -2.05775 -2.79 -4.72 1.09

***

[4]
34
Properties=species:S:1:pos:R:3:forces:R:3 method="wB97M-V/def2-TZVPD" e_above_lowest_ev=6.259 charge=+1
O 1.58464 -0.76696 -1.92779 0.89 -1.68 -0.78
H -0.29571 2.24414 -1.57575 0.82 0.35 -2.16
H -0.36503 2.84320 0.42950 1.66 -1.20 0.75
O 2.54195 1.24508 1.41670 -8.53 1.69 -0.25
H 2.08204 0.02171 -1.72420 0.38 0.15 -0.21
H -1.08150 1.02051 -0.94167 0.37 0.28 -0.14
O -0.37581 -0.41738 -3.67026 0.18 -1.24 -0.04
H -1.67671 -1.40206 0.07582 0.74 1.91 0.25
H 0.67552 -2.83880 4.14045 -0.13 -1.28 4.78
O 3.44431 -2.99969 -0.35853 2.53 3.10 -6.38
H 3.20933 -2.29142 0.12546 -1.49 3.04 2.89
H 0.96478 1.88754 0.90312 -0.05 1.29 -0.15
O -3.39361 -1.68777 -2.04708 -1.03 4.80 2.69
H 0.24475 -3.53203 2.75007 0.06 -0.09 1.10
H 3.26459 1.42049 1.00942 7.55 1.82 -4.19
O -3.24657 2.45249 -1.25060 -3.92 0.21 2.00
H -4.21475 2.64652 -1.49405 2.35 -0.44 0.40
H 2.16616 -1.35849 -2.49675 -0.71 1.32 1.31
O -0.68643 1.91407 -0.80672 -1.03 -0.66 1.51
H -1.35326 -0.51785 -3.71651 1.20 -0.66 0.06
O 0.47421 2.76595 1.09898 -2.15 -1.48 2.81
H 0.12902 -1.29465 -3.53336 -1.96 2.21 -0.18
H 2.68883 0.68342 2.07540 1.00 -3.68 4.24
O 0.55776 1.49590 3.67214 -1.74 3.06 0.49
H 0.12083 2.46307 2.08875 1.22 1.10 -2.50
H 0.07604 1.87929 4.46099 0.88 -0.70 -1.26
O -1.08440 -0.58936 0.07338 -1.36 0.86 1.72
H 0.83522 0.65196 3.93033 0.53 -2.12 0.55
H -1.40351 0.09904 0.78249 0.39 -2.68 -1.82
O 0.61856 -2.80370 3.25747 0.11 1.44 -5.84
H 3.33897 -3.78349 -0.01803 -1.09 -6.17 3.42
H -2.75169 2.52836 -2.01841 1.22 0.30 -2.38
H -2.87458 -2.37905 -2.23246 2.22 -4.22 -1.69
H -4.21397 -1.60003 -2.47832 -1.12 -0.62 -1.03